{
  "formula": "C68H178N14O20",
  "method": "ωB97M-V/def2-TZVPD",
  "symbols": ["C", "C", "C", "O", "C", "N", "H", "H", "H", "H", "H", "H", "H", "H", "H", "H", "H", "C", "C", "C", "O", "C", "N", "H", "H", "H", "H", "H", "H", "H", "H", "H", "H", "H", "C", "C", "C", "O", "C", "N", "H", "H", "H", "H", "H", "H", "H", "H", "H", "H", "H", "C", "C", "C", "O", "C", "N", "H", "H", "H", "H", "H", "H", "H", "H", "H", "H", "H", "C", "C", "C", "O", "C", "N", "H", "H", "H", "H", "H", "H", "H", "H", "H", "H", "H", "C", "C", "C", "O", "C", "N", "H", "H", "H", "H", "H", "H", "H", "H", "H", "H", "H", "C", "C", "C", "O", "C", "N", "H", "H", "H", "H", "H", "H", "H", "H", "H", "H", "H", "C", "C", "C", "O", "C", "N", "H", "H", "H", "H", "H", "H", "H", "H", "H", "H", "H", "C", "O", "C", "C", "N", "C", "C", "O", "C", "H", "H", "H", "H", "H", "H", "H", "H", "H", "H", "H", "H", "H", "H", "H", "C", "O", "C", "C", "N", "C", "C", "O", "C", "H", "H", "H", "H", "H", "H", "H", "H", "H", "H", "H", "H", "H", "H", "H", "C", "O", "C", "C", "N", "C", "C", "O", "C", "H", "H", "H", "H", "H", "H", "H", "H", "H", "H", "H", "H", "H", "H", "H", "C", "O", "C", "C", "N", "C", "C", "O", "C", "H", "H", "H", "H", "H", "H", "H", "H", "H", "H", "H", "H", "H", "H", "H", "C", "O", "C", "C", "N", "C", "C", "O", "C", "H", "H", "H", "H", "H", "H", "H", "H", "H", "H", "H", "H", "H", "H", "H", "C", "O", "C", "C", "N", "C", "C", "O", "C", "H", "H", "H", "H", "H", "H", "H", "H", "H", "H", "H", "H", "H", "H", "H"],
  "coordinates": [[-4.34469, 1.92928, -4.41762], [-3.57556, 2.24932, -5.65898], [-3.61433, 1.02765, -6.60317], [-3.39852, -0.24394, -5.83920], [-2.31653, -0.91411, -6.51769], [-4.00421, 3.42313, -6.36974], [-4.12051, 2.61364, -3.60122], [-4.13269, 0.92120, -4.00349], [-5.42772, 1.92222, -4.58460], [-2.50686, 2.35439, -5.43763], [-2.88594, 1.13380, -7.43574], [-4.62302, 0.91746, -6.98204], [-1.38447, -0.34599, -6.56395], [-2.62248, -1.17070, -7.55034], [-2.04498, -1.85469, -6.02250], [-4.97508, 3.43081, -6.62292], [-3.77627, 4.26228, -5.83180], [-6.09306, 4.62561, 5.08908], [-6.57820, 3.40860, 4.31353], [-5.61625, 2.24896, 4.56379], [-4.30871, 2.47864, 4.14256], [-3.76792, 1.36245, 3.51539], [-7.93964, 3.08260, 4.78307], [-6.79540, 5.46916, 5.03902], [-5.16075, 4.99683, 4.61673], [-5.78431, 4.43728, 6.10573], [-6.53691, 3.74349, 3.27243], [-6.05467, 1.33173, 4.14743], [-5.65369, 2.11546, 5.70306], [-3.32779, 0.56960, 4.17191], [-2.89336, 1.73231, 2.93510], [-4.52259, 0.81534, 2.89300], [-8.04070, 3.12109, 5.81255], [-8.15807, 2.20237, 4.37227], [-5.89074, -4.23897, -3.14160], [-4.98044, -5.35229, -3.70452], [-3.75919, -4.82792, -4.49804], [-2.99976, -5.94774, -4.87619], [-1.94099, -5.69442, -5.80357], [-4.61094, -6.25878, -2.54255], [-6.79135, -4.74747, -2.75800], [-6.17370, -3.42580, -3.86841], [-5.38211, -3.75273, -2.29072], [-5.46729, -5.95376, -4.41869], [-3.16411, -4.16222, -3.82638], [-4.12938, -4.29913, -5.43176], [-1.20861, -6.48963, -5.75987], [-1.47465, -4.73349, -5.63097], [-2.33594, -5.68143, -6.89663], [-3.93300, -6.89591, -2.91869], [-4.08425, -5.75508, -1.82950], [-1.15356, 5.09583, -4.73135], [-0.00478, 4.32084, -4.05597], [1.00536, 3.61278, -5.03171], [0.24775, 2.69616, -5.88550], [1.19966, 1.86438, -6.41272], [0.84214, 5.18204, -3.21485], [-1.92609, 5.31492, -3.93417], [-1.69318, 4.50198, -5.45539], [-0.81451, 6.00631, -5.23680], [-0.37390, 3.51133, -3.41048], [1.72271, 3.08154, -4.42946], [1.53430, 4.35269, -5.65342], [0.84164, 1.15878, -7.15117], [1.76567, 1.34074, -5.65020], [2.02530, 2.47736, -6.88203], [0.32801, 5.61889, -2.47125], [1.31962, 5.84046, -3.83160], [-0.41484, 3.59921, 0.07167], [-1.91416, 3.65421, -0.06019], [-2.49225, 5.08316, 0.11278], [-3.91813, 5.15172, 0.22153], [-4.31946, 5.01478, 1.54434], [-2.28648, 3.12466, -1.36852], [0.18468, 4.14078, -0.69432], [-0.07244, 2.56535, 0.09539], [0.10165, 4.03798, 0.87667], [-2.30630, 2.99092, 0.73027], [-2.24744, 5.69667, -0.76652], [-1.96574, 5.48102, 1.05821], [-5.13891, 5.68115, 1.65130], [-3.60606, 5.32884, 2.26651], [-4.65260, 4.03188, 1.85505], [-3.27208, 3.15982, -1.44525], [-2.01306, 2.17943, -1.53570], [-0.68712, -5.07534, -1.31823], [-1.40567, -5.84632, -0.21900], [-0.56839, -5.94613, 1.04818], [-1.14626, -6.91837, 1.89174], [-0.24508, -7.19983, 2.90625], [-2.71033, -5.31415, 0.04093], [-0.99213, -4.03404, -1.16003], [-0.98380, -5.32187, -2.33917], [0.37957, -5.16580, -1.27805], [-1.65636, -6.88368, -0.55354], [-0.56634, -4.97588, 1.67311], [0.43111, -6.34165, 0.80464], [-0.63180, -8.02395, 3.55926], [0.05116, -6.36527, 3.56710], [0.68198, -7.71493, 2.44065], [-3.03840, -5.56943, 0.96284], [-2.64520, -4.32608, 0.00258], [-7.22727, 0.04458, -0.93181], [-6.88491, 1.32620, -0.14503], [-7.59193, 1.36373, 1.26478], [-7.17198, 0.33990, 2.09724], [-7.98915, -0.77221, 2.21047], [-5.43965, 1.59061, -0.06154], [-8.28776, 0.07355, -0.98277], [-6.89284, -0.89533, -0.45989], [-6.78764, 0.15304, -1.90205], [-7.36468, 2.19746, -0.62669], [-8.68811, 1.38975, 1.28937], [-7.30796, 2.33604, 1.68058], [-9.07065, -0.57757, 2.06621], [-7.92960, -1.14087, 3.22112], [-7.60711, -1.58476, 1.57333], [-4.92937, 0.77455, 0.33724], [-5.24601, 2.45556, 0.41806], [3.65480, 2.58840, -0.64896], [2.70214, 1.95487, -1.58123], [3.40656, 1.44610, -2.87116], [3.78627, 2.53029, -3.67538], [4.89097, 2.16835, -4.50877], [2.24748, 0.60042, -1.12810], [4.18532, 3.29764, -1.30737], [4.32469, 1.86700, -0.18414], [3.15610, 3.26021, 0.05152], [1.87427, 2.70060, -1.70681], [2.75893, 0.78991, -3.46914], [4.26308, 0.81010, -2.58306], [5.60927, 1.71440, -3.84803], [5.34639, 3.02049, -4.98638], [4.54217, 1.46933, -5.25964], [1.60769, 0.20534, -1.78352], [1.87146, 0.66563, -0.18720], [-5.09902, -1.80950, 4.50302], [-4.68995, -2.09362, 3.19811], [-4.28309, -3.45340, 3.04515], [-3.02597, -3.79788, 3.82415], [-1.93728, -2.89740, 3.42466], [-0.62389, -3.11758, 4.11052], [-0.58666, -2.64365, 5.57674], [-1.03761, -1.29458, 5.57033], [-0.83625, -0.80230, 6.90463], [-4.19000, -1.72561, 5.13724], [-5.89724, -2.50588, 4.84575], [-5.59471, -0.82387, 4.51115], [-4.13633, -3.73679, 1.96079], [-5.11492, -4.04819, 3.35525], [-2.76484, -4.85161, 3.59127], [-3.28633, -3.79814, 4.93816], [-2.21850, -1.95772, 3.53425], [0.03381, -2.48413, 3.54596], [-0.38796, -4.13133, 3.90600], [0.40599, -2.76517, 5.98850], [-1.26350, -3.19436, 6.25529], [-1.42342, -1.44436, 7.60201], [-1.15564, 0.26101, 6.93670], [0.23898, -0.95479, 7.13291], [1.98779, -3.15273, -1.45356], [2.66149, -4.09265, -0.62526], [2.55779, -3.93909, 0.74406], [3.17690, -5.13512, 1.42163], [2.94686, -5.11033, 2.83729], [4.01926, -5.53243, 3.70457], [4.42527, -7.02171, 3.61666], [3.25384, -7.69407, 4.12425], [3.30132, -9.12616, 3.98760], [1.23952, -2.64021, -0.85373], [1.56826, -3.72315, -2.22310], [2.71029, -2.55213, -1.93988], [1.49895, -3.81206, 1.08762], [3.08289, -3.08671, 1.04006], [4.27478, -5.03573, 1.23900], [2.83946, -6.14187, 0.92634], [2.17954, -5.71911, 3.03090], [3.71078, -5.36334, 4.72306], [4.94543, -4.93947, 3.42328], [5.31170, -7.05488, 4.23556], [4.71716, -7.32980, 2.63989], [4.24895, -9.46073, 4.39120], [3.32154, -9.34843, 2.92522], [2.40530, -9.38222, 4.44514], [0.40955, -2.24544, -8.44893], [1.00251, -1.71218, -7.26915], [0.94849, -2.55183, -6.08781], [2.09958, -2.18282, -5.23261], [3.31389, -2.45808, -5.90889], [4.45630, -1.97296, -5.20329], [5.72824, -2.39705, -5.98379], [5.69628, -1.72545, -7.27046], [5.45656, -2.44600, -8.42787], [0.48144, -1.47527, -9.21973], [-0.70562, -2.32242, -8.38627], [0.94674, -3.05854, -8.86040], [0.93308, -3.64234, -6.34915], [0.00957, -2.36280, -5.58757], [2.08748, -2.76095, -4.31190], [1.92455, -1.17009, -4.80366], [3.29319, -2.18809, -6.86992], [4.43652, -2.34315, -4.18215], [4.53123, -0.82130, -5.21236], [5.65305, -3.49860, -6.09086], [6.61983, -2.05042, -5.53991], [5.88386, -3.50527, -8.43981], [6.01106, -1.91993, -9.27328], [4.35402, -2.53236, -8.64777], [5.62737, 4.13290, 7.56311], [5.45793, 3.29871, 6.36236], [5.90206, 1.98201, 6.58986], [5.40730, 1.06791, 5.50360], [6.13975, 1.32200, 4.24263], [5.25799, 1.16393, 3.10427], [4.81665, -0.22713, 2.88268], [4.04957, -0.67261, 3.97052], [3.30948, -1.88602, 3.76995], [6.69522, 4.12877, 7.75223], [5.18374, 3.67129, 8.41676], [5.38903, 5.19983, 7.35985], [5.45866, 1.66016, 7.50027], [6.98035, 1.98714, 6.63607], [4.30927, 1.00821, 5.50862], [5.74042, 0.09825, 5.87005], [6.57631, 2.25637, 4.24002], [5.70508, 1.52318, 2.15426], [4.28566, 1.71150, 3.24402], [5.72160, -0.85251, 2.77552], [4.21429, -0.24841, 2.00115], [2.68741, -2.11977, 4.64167], [4.08899, -2.68374, 3.66430], [2.65953, -1.85967, 2.87084], [-0.60547, 0.40527, -3.64515], [-1.05051, -0.08535, -2.37314], [-2.14607, -1.02609, -2.51063], [-3.18325, -0.99783, -1.34974], [-2.81475, -1.73336, -0.22049], [-1.45897, -1.58948, 0.32467], [-1.23730, -0.28112, 1.06127], [0.07481, -0.40977, 1.59255], [0.42218, 0.54642, 2.59050], [0.05630, -0.30246, -4.19824], [-0.03519, 1.30448, -3.47693], [-1.45267, 0.63799, -4.34207], [-1.68547, -2.01770, -2.55042], [-2.69606, -0.81468, -3.45879], [-4.01165, -1.55824, -1.84668], [-3.45173, -0.00181, -1.14670], [-3.39572, -1.84387, 0.61845], [-0.70367, -1.64351, -0.45430], [-1.15139, -2.38397, 1.04658], [-1.91147, -0.26603, 1.95364], [-1.37625, 0.65300, 0.46236], [-0.11854, 1.43197, 2.28077], [1.48636, 0.64549, 2.50428], [0.13016, 0.16011, 3.57904], [7.97077, 9.04576, 6.38709], [7.48806, 8.65620, 5.12898], [7.49276, 9.58697, 4.08086], [6.62180, 9.08476, 2.93034], [6.92222, 7.75692, 2.59251], [5.89483, 7.15419, 1.75156], [6.00118, 5.61053, 1.90688], [5.90566, 5.16488, 3.27892], [4.57807, 4.81459, 3.70571], [7.55360, 10.02494, 6.71162], [9.09267, 9.04467, 6.38017], [7.63854, 8.20738, 7.06478], [8.59076, 9.64018, 3.73801], [7.18034, 10.55474, 4.45310], [6.78229, 9.82058, 2.15516], [5.56010, 9.20283, 3.26439], [7.00356, 7.30452, 3.48189], [6.08028, 7.39753, 0.69927], [4.86108, 7.52698, 1.95167], [6.95065, 5.31373, 1.52795], [5.24555, 5.06461, 1.30316], [4.73220, 4.30560, 4.69655], [4.20583, 4.07240, 3.00386], [3.91958, 5.74150, 3.68772]],
  "mulliken_charge": [-1.2722, 2.9432, -1.4952, -0.2692, -0.4343, -0.7371, 0.0808, 0.0175, 0.4359, -1.1489, 0.4015, 0.3776, 0.2705, 0.5930, -0.3185, 0.2682, 0.2838, -1.5794, 0.8267, 0.4784, -0.4630, 0.2284, -0.6941, 0.4128, 0.2283, 0.4271, -0.1294, -0.5717, 0.1522, 0.2084, -0.1181, -0.0294, 0.2917, 0.2308, -0.9959, -0.0504, 0.3945, -0.4111, -0.5637, -0.7883, 0.3289, 0.3576, -0.0051, 0.4238, -0.4080, 0.4231, 0.3566, 0.0363, 0.3051, 0.4077, 0.2365, -1.4592, 2.2281, -1.2436, -0.3893, -0.5777, -0.5372, 0.2183, 0.1408, 0.3794, -1.1650, 0.4117, 0.7090, 0.2040, 0.0253, 0.4171, 0.2139, 0.2917, -1.4517, 2.8788, -1.2549, -0.3690, -0.4131, 0.2046, -0.0529, -0.0096, 0.9142, -1.1987, 0.2432, 0.3311, 0.3533, 0.4149, -0.2368, 0.1699, -0.6166, -0.9716, 0.2092, 0.0097, -0.4919, -0.5511, -0.4570, 0.0039, 0.2699, 0.4567, 0.2462, -0.4733, 0.5357, 0.4154, 0.0174, 0.2242, 0.2391, 0.1389, -1.6273, 0.2922, -0.7595, 0.2792, -0.9205, 0.3423, 0.5657, 0.1306, 0.3556, 0.4275, 0.5542, 0.0019, 0.3288, 0.2389, 0.2216, -0.3757, -0.0481, -2.0556, 2.6611, -0.2968, -0.3836, -0.8388, -0.0735, 0.4612, 0.0915, 0.4048, -0.9235, -0.7369, 0.8868, 0.4001, 0.3341, 0.1841, -0.1837, -0.1630, -0.1452, 0.1685, -0.8018, -0.5883, 1.6196, 0.0161, -1.3728, 0.1690, -0.9464, 0.0115, 0.4166, -0.3793, -0.1624, 0.7403, 0.2379, 0.1863, -0.7436, 0.1034, -0.3513, 0.7461, 0.4685, 0.2867, 0.2425, 0.2609, -0.7292, -0.6532, 0.3656, -0.9705, 0.4366, -0.9566, -0.8252, -0.2755, -0.8657, 0.3244, 0.2686, 0.4733, -0.4783, 0.8296, 0.5441, 0.0645, -0.1150, 0.3776, 0.5536, 0.4752, 0.4193, 0.3564, 0.3212, 0.2524, -1.0187, -0.0828, 0.1681, 0.4484, -0.1722, 0.3011, -0.7521, -0.3478, -0.4959, 0.3017, 0.2218, 0.3786, 0.4771, -0.4098, -0.1048, -0.5214, 0.2855, 0.3004, -0.3445, 0.3839, 0.4112, 0.2696, 0.2197, 0.1092, -0.9589, -0.2602, -1.1217, -0.2242, -0.4444, -0.6523, -0.4660, -0.4356, 0.5251, 0.3673, 0.3289, 0.2688, 0.4935, 0.4341, 0.2161, 0.3293, 0.3461, 0.3788, 0.1023, 0.4141, 0.4594, 0.0384, 0.1973, -0.5225, 1.5456, 1.2606, -0.3804, -0.8585, 1.2204, 0.2102, 1.1572, 0.7902, -0.3803, -0.3667, -0.6559, -0.8848, -0.0331, 0.1205, 0.3088, 0.0083, -0.2026, -0.8732, -0.8266, -0.6322, -0.2029, 0.3854, -0.1467, -0.2845, -0.6823, -0.2495, -0.6597, -0.5697, -0.3681, -0.7086, -0.2339, -0.3689, 0.3761, 0.2758, 0.2675, 0.1736, 0.2940, 0.4656, 0.2940, 0.3557, 0.3393, 0.3550, 0.3625, 0.4288, 0.0920, -0.2171, -0.1050, 0.2733],
  "homo_ev": -8.451,
  "lumo_ev": 0.49,
  "energy_ha": -4968.429348,
  "e_above_lowest_ev": 3.1426,
  "orbital_gap_ev": 8.94
}